Computed, not measured: 2 unconnected molecules or ions with the total composition C3H6ClFIN at a distorted geometry, with ωB97M-V/def2-TZVPD.

Geometry as ORCA input:
```
! wB97M-V def2-TZVPD RIJCOSX def2/J DEFGRID3
* xyz 0 1
C -0.98708 1.59895 0.32830
C -0.31083 -1.31211 -0.43931
C 0.23510 0.73170 0.44126
N 0.86577 -1.85512 -0.94422
F 0.57836 0.51810 1.73924
Cl 1.87138 -2.58498 0.39257
I 2.07024 1.31915 -0.63127
H -0.86661 2.24131 1.21696
H -1.95047 1.13972 0.46705
H -1.03351 2.08939 -0.55917
H -0.83479 -1.71210 0.50486
H -1.05820 -1.20321 -1.22783
H 1.42065 -0.97080 -1.28846
*
```

Values from the calculation:
* LUMO level: 0.16 eV
* maximum force: 3.88 eV/Å
* gap between HOMO and LUMO: 8.6 eV
* HOMO energy: -8.447 eV

***

Computed, not measured: a molecular structure, C34H30F3N2PdS2Sb, with ωB97M-V/def2-TZVPD.

Geometry as ORCA input:
```
! wB97M-V def2-TZVPD RIJCOSX def2/J DEFGRID3
* xyz -2 1
Pd -0.37714 -1.06427 -0.36392
C 3.15354 -1.64175 -0.16746
N 1.99691 -2.30886 0.39412
C 1.83489 -3.65872 -0.13489
C 1.53644 -3.72589 -1.63631
N 0.37324 -2.95112 -2.04632
C -0.88208 -3.66331 -1.80487
C 0.43135 -2.49832 -3.40661
C 0.94268 -3.31958 -4.40529
C 1.05102 -2.89154 -5.72163
C 0.62525 -1.60835 -6.04365
C 0.08540 -0.79136 -5.06879
C -0.04964 -1.20453 -3.72741
S -0.79676 -0.12363 -2.60004
C 1.94512 -2.32716 1.82178
C 3.09299 -2.23070 2.59963
C 3.04493 -2.31539 3.98589
C 1.82307 -2.50831 4.61253
C 0.66535 -2.57297 3.85512
C 0.67977 -2.47487 2.45404
S -0.82849 -2.56477 1.59461
H 4.09032 -2.21475 -0.03902
H 3.26703 -0.66980 0.30961
H 2.99322 -1.48608 -1.23533
H 1.02528 -4.13750 0.41642
H 2.76240 -4.23748 0.03757
H 1.41642 -4.79848 -1.87426
H 2.40249 -3.36249 -2.19163
H -0.99848 -4.51125 -2.50592
H -1.71320 -2.97035 -1.93735
H -0.91352 -4.03442 -0.78264
H 1.26817 -4.32442 -4.15573
H 1.46067 -3.55148 -6.47823
H 0.71879 -1.24776 -7.06331
H -0.24929 0.20947 -5.31347
H 4.05885 -2.08472 2.13006
H 3.95676 -2.22883 4.56621
H 1.76950 -2.59713 5.69272
H -0.30048 -2.68953 4.33017
F 3.91866 4.43825 0.03114
C 2.85315 3.63667 0.33305
C 2.11172 3.92784 1.45699
C 1.00889 3.13212 1.74574
C 0.65418 2.05705 0.93167
C 1.45572 1.78036 -0.17629
C 2.55415 2.57488 -0.49084
Sb -1.13734 0.84545 1.34498
C -1.95339 2.67097 2.60843
C -2.17361 2.38979 3.95720
C -2.84097 3.26358 4.81174
C -3.31800 4.44455 4.28852
F -3.99057 5.31101 5.10861
C -3.13647 4.78128 2.96359
C -2.45549 3.88819 2.14136
C -2.38086 1.61572 -0.26372
C -2.00169 2.69511 -1.05764
C -2.86320 3.22391 -2.01142
C -4.10584 2.65102 -2.16501
F -4.97563 3.19180 -3.07033
C -4.50256 1.55222 -1.43297
C -3.62736 1.03879 -0.48476
H 2.39299 4.76407 2.08602
H 0.40297 3.35773 2.61426
H 1.19364 0.94407 -0.81470
H 3.16707 2.38598 -1.36439
H -1.80333 1.44751 4.35743
H -2.99730 3.03359 5.85991
H -3.52446 5.72043 2.58544
H -2.31256 4.16103 1.10298
H -1.01226 3.12238 -0.94387
H -2.56904 4.05877 -2.63561
H -5.47653 1.11018 -1.60490
H -3.91743 0.16610 0.09097
*
```

Values from the calculation:
* LUMO level: 4.64 eV
* maximum force: 0.71 eV/Å
* gap between HOMO and LUMO: 5.0 eV
* HOMO energy: -0.335 eV

***

Computed, not measured: a molecular structure, C18H14F6IrN3O6S2, with ωB97M-V/def2-TZVPD.

Geometry as ORCA input:
```
! wB97M-V def2-TZVPD RIJCOSX def2/J DEFGRID3
* xyz 1 2
Ir -0.24594 -0.11623 -0.27862
O 0.89742 1.38017 0.31532
C 0.28222 2.35982 0.98134
C 0.67859 3.67748 0.72914
C 0.11387 4.72264 1.42630
C -0.85124 4.50434 2.41630
C -1.22658 3.21699 2.70428
C -0.68955 2.13373 1.98650
C -0.99234 0.79302 2.39196
N -0.86542 -0.22581 1.61735
C -0.66791 -1.57887 2.12649
C 0.78404 -1.90936 1.76532
N 0.97053 -1.55019 0.34654
C 1.71935 -2.23770 -0.42448
C 1.92781 -2.00101 -1.84700
C 2.78573 -2.86354 -2.49932
C 3.06097 -2.74026 -3.86440
C 2.47161 -1.72135 -4.62208
C 1.61986 -0.83779 -4.02037
C 1.31007 -0.94243 -2.62436
O 0.49853 -0.08568 -2.16102
H 1.42898 3.84641 -0.03081
H 0.42687 5.73444 1.20269
H -1.28087 5.33687 2.95440
H -1.95117 3.01834 3.48505
H -1.28261 0.61112 3.42607
H -1.35350 -2.25918 1.62192
H -0.82465 -1.63223 3.20374
H 1.02752 -2.95841 1.93028
H 1.45631 -1.28142 2.35326
H 2.25377 -3.08551 -0.00061
H 3.25915 -3.65959 -1.93828
H 3.73643 -3.44226 -4.33332
H 2.68770 -1.63674 -5.67782
H 1.13355 -0.03870 -4.56267
F -3.73457 3.31553 -1.09590
C -3.85777 2.26059 -1.88618
F -3.28626 2.49717 -3.05161
F -5.13354 1.96459 -2.05203
S -3.01813 0.84635 -1.04791
O -3.65084 0.57893 0.19961
O -1.61727 1.33681 -0.96614
N -3.15266 -0.25222 -2.16948
S -2.40594 -1.62158 -2.07828
O -1.53288 -1.70824 -0.87173
O -1.82755 -2.03946 -3.30730
C -3.71722 -2.84231 -1.64002
F -4.61185 -2.87779 -2.60877
F -3.15838 -4.03647 -1.49410
F -4.29096 -2.47751 -0.50345
*
```

Values from the calculation:
* LUMO level (spin up / spin down): -3.79 / -6.43 eV
* maximum force: 0.23 eV/Å
* gap between HOMO and LUMO (spin up / spin down): 7.2 / 4.6 eV
* HOMO energy (spin up / spin down): -11.029 / -11.006 eV
* ⟨S²⟩: 0.791

***

Which of these has the highest maximum force? C3H6ClFIN

***

Among the records above, which one has the highest maximum force? C3H6ClFIN

***

Number 3 is which compound? C18H14F6IrN3O6S2

***

Look up the maximum force of the third one. 0.23 eV/Å